91
Properties=species:S:1:pos:R:3:forces:R:3 method="wB97M-V/def2-TZVPD" charge=+2 homo_ev=-11.66 e_above_lowest_ev=0.310 gap_ev=6.254 spin_multiplicity=1 max_force_ev_per_a=0.39
Y 0.613 0.000 0.188 0.2768 0.1076 -0.2560
C 0.241 -4.325 2.678 0.0014 0.0118 -0.0007
N 0.244 -3.068 1.915 0.0362 0.2376 -0.0926
P -0.005 -1.538 2.595 -0.1736 -0.0611 0.0726
C -1.205 -1.717 3.917 -0.0358 -0.0005 -0.0464
C -0.829 -2.076 5.212 -0.0082 0.0000 0.0070
C -1.801 -2.266 6.181 0.0105 -0.0008 -0.0026
C -3.143 -2.102 5.861 -0.0019 -0.0009 0.0005
C -3.522 -1.744 4.574 0.0008 0.0005 -0.0004
C -2.554 -1.549 3.602 0.0014 0.0049 0.0004
C 1.551 -1.052 3.398 0.0188 0.0766 0.0083
C 1.577 0.161 4.099 0.0272 -0.0450 -0.0208
C 2.757 0.613 4.667 0.0146 -0.0185 0.0096
C 3.922 -0.138 4.535 -0.0040 0.0179 0.0131
C 3.905 -1.333 3.831 -0.0094 -0.0253 -0.0113
C 2.724 -1.788 3.254 0.0276 -0.0289 0.0371
P 0.516 -2.945 0.237 -0.0998 -0.1603 0.0532
C 1.822 -4.125 -0.150 0.0285 0.0607 -0.0195
C 1.544 -5.437 -0.527 0.0070 -0.0229 0.0076
C 2.586 -6.326 -0.751 0.0027 0.0000 -0.0049
C 3.901 -5.909 -0.604 -0.0028 -0.0005 0.0005
C 4.186 -4.599 -0.239 -0.0001 0.0084 -0.0013
C 3.148 -3.709 -0.017 -0.0003 0.0094 -0.0142
C -0.975 -3.568 -0.569 -0.0167 -0.0230 -0.0025
C -0.981 -3.695 -1.961 -0.0058 0.0034 0.0290
C -2.130 -4.111 -2.610 -0.0007 0.0005 -0.0055
C -3.277 -4.396 -1.878 -0.0174 -0.0107 -0.0215
C -3.278 -4.262 -0.498 0.0239 0.0162 0.0264
C -2.129 -3.842 0.160 -0.0079 -0.0031 -0.0348
H -0.637 -4.367 3.323 0.0022 -0.0062 -0.0002
H 1.137 -4.416 3.293 -0.0104 -0.0184 -0.0023
H 0.205 -5.165 1.989 -0.0010 -0.0050 0.0044
H 0.217 -2.204 5.464 0.0040 0.0031 0.0021
H -1.513 -2.544 7.186 -0.0009 0.0012 -0.0032
H -3.898 -2.250 6.622 0.0036 0.0020 -0.0004
H -4.568 -1.610 4.333 0.0036 -0.0008 -0.0025
H -2.847 -1.263 2.597 -0.0069 0.0020 0.0039
H 0.660 0.725 4.240 -0.0009 0.0085 0.0090
H 2.768 1.537 5.231 0.0008 0.0008 -0.0030
H 4.839 0.205 4.996 -0.0041 0.0027 -0.0028
H 4.808 -1.924 3.747 -0.0054 0.0065 -0.0007
H 2.710 -2.734 2.725 0.0095 0.0260 -0.0214
H 0.520 -5.765 -0.653 0.0049 0.0033 0.0074
H 2.369 -7.344 -1.043 0.0018 0.0026 0.0008
H 4.710 -6.605 -0.783 -0.0030 0.0004 -0.0012
H 5.213 -4.275 -0.139 -0.0030 -0.0021 0.0020
H 3.367 -2.681 0.259 0.0064 -0.0116 0.0122
H -0.085 -3.483 -2.535 -0.0072 -0.0056 -0.0065
H -2.133 -4.217 -3.686 -0.0011 -0.0008 0.0028
H -4.173 -4.725 -2.387 0.0058 0.0022 -0.0044
H -4.172 -4.487 0.068 0.0047 0.0012 0.0027
H -2.132 -3.737 1.238 -0.0092 -0.0100 0.0113
C 5.127 6.852 -6.573 -0.0093 -0.0077 0.0269
O 4.862 6.314 -5.281 -0.0155 0.0137 -0.0028
C 3.642 6.524 -4.749 0.0438 -0.0141 0.0196
C 3.457 6.041 -3.447 0.0211 0.0115 -0.0430
C 2.242 6.186 -2.821 -0.0776 0.0160 0.0996
C 1.189 6.830 -3.474 -0.0485 0.0571 0.0394
C 1.395 7.371 -4.731 -0.0058 0.0017 -0.0627
C 2.606 7.195 -5.390 -0.0494 0.0092 0.0106
N -0.077 7.104 -2.859 0.1541 -0.0693 -0.0408
N -0.681 6.258 -2.191 -0.0131 -0.0156 -0.0008
C -0.286 4.883 -2.119 -0.0032 -0.1331 0.0049
C -0.122 4.084 -3.221 -0.0368 0.0497 0.0443
C 0.056 2.691 -3.096 -0.0571 -0.0020 -0.1259
C 0.080 2.090 -1.868 -0.0114 0.0670 0.0550
O 0.244 0.760 -1.678 0.0171 -0.1080 0.2423
C -0.086 2.900 -0.714 0.0009 -0.1530 0.1038
N -0.050 2.274 0.515 0.0338 -0.0981 -0.0347
C -0.255 3.000 1.605 -0.0081 0.0516 0.0045
C -0.502 4.374 1.572 0.0002 -0.0159 -0.0480
C -0.520 5.014 0.357 -0.0027 -0.0054 0.0229
C -0.299 4.285 -0.829 -0.0263 0.1887 0.0163
H 6.156 6.593 -6.799 0.0008 -0.0050 -0.0031
H 5.017 7.938 -6.574 0.0007 -0.0012 -0.0001
H 4.466 6.411 -7.322 0.0049 0.0017 -0.0096
H 4.296 5.577 -2.946 0.0040 0.0009 -0.0130
H 2.115 5.838 -1.804 0.0233 -0.0120 -0.0127
H 0.593 7.925 -5.202 0.0074 0.0038 0.0014
H 2.735 7.607 -6.379 -0.0031 0.0013 -0.0039
H -0.142 4.531 -4.205 0.0054 -0.0366 -0.0108
H 0.162 2.076 -3.980 0.0097 0.0216 -0.0065
H -0.230 2.473 2.553 0.0029 0.0048 -0.0052
H -0.680 4.909 2.494 0.0011 -0.0049 0.0001
H -0.719 6.076 0.292 -0.0004 -0.0031 -0.0122
C 3.854 0.818 0.981 -0.0668 -0.0284 0.0034
O 2.904 0.222 0.043 -0.0226 0.0466 0.1124
H 4.262 1.726 0.545 0.0033 0.0112 0.0182
H 4.635 0.099 1.204 0.0246 0.0000 -0.0067
H 3.302 1.049 1.889 0.0074 -0.0203 -0.0013
H 3.341 0.097 -0.808 0.0037 0.0200 -0.1218